(1)
# C3H12NO

A cluster of 3 separate species, C3H12NO in total in a non-equilibrium geometry (ωB97M-V/def2-TZVPD, the Open Molecules 2025 dataset).

Structure (ORCA input):
```
! wB97M-V def2-TZVPD RIJCOSX def2/J DEFGRID3
* xyz 1 1
N 2.50 -0.10 -1.13
H -1.45 -0.34 -0.42
H 3.41 0.92 0.39
H -0.28 1.20 -0.36
C -2.81 0.08 1.20
H 1.57 0.28 -0.78
H -2.92 0.46 -0.90
H -2.54 1.14 1.27
H -3.07 -1.29 -0.48
H 2.36 -1.09 -1.37
H 3.59 -0.89 0.50
C 3.56 -0.01 -0.16
O 0.25 0.41 -0.11
H -3.89 0.05 1.40
C -2.56 -0.36 -0.26
H 4.55 0.18 -0.60
H -2.25 -0.62 1.82
*
```

Calculated values
Electronic energy, a.u.: -250.963294
E_LUMO, eV: -10.2569
ΔE to the lowest compared entry with this formula, charge and spin, kcal per mole: 192.7

Electronic structure analysis, natural (NBO) charges in units of e: -0.324, 0.238, 0.253, 0.490, -0.611, 0.384, 0.224, 0.207, 0.244, 0.397, 0.263, -0.485, -0.533, 0.245, -0.529, 0.314, 0.225

(2)
# C3H12NO

A cluster of 2 separate species, C3H12NO in total in a non-equilibrium geometry (ωB97M-V/def2-TZVPD, the Open Molecules 2025 dataset).

Structure (ORCA input):
```
! wB97M-V def2-TZVPD RIJCOSX def2/J DEFGRID3
* xyz 1 1
H -2.04 -0.27 -1.66
H 2.60 2.05 0.05
H -0.59 -1.91 -0.18
C -0.12 -1.17 0.37
H 1.75 -2.04 0.13
H 1.78 -0.36 0.07
H 0.11 -1.36 1.45
H -1.53 0.46 1.26
H 1.57 1.99 1.23
H -0.22 0.97 0.26
N 1.25 -1.29 -0.17
O 1.87 1.42 0.44
C -2.05 0.49 -0.81
H -2.96 0.69 -0.32
C -0.92 0.17 0.28
H 1.26 -1.32 -1.15
H -1.76 1.46 -1.28
*
```

Calculated values
Electronic energy, a.u.: -251.201779
E_LUMO, eV: -3.3890
ΔE to the lowest compared entry with this formula, charge and spin, kcal per mole: 43.0

Electronic structure analysis, natural (NBO) charges in units of e: 0.215, 0.516, 0.217, -0.220, 0.426, 0.478, 0.228, 0.247, 0.514, 0.231, -0.668, -0.993, -0.609, 0.231, -0.454, 0.418, 0.223

(3)
# C3H12NO

A cluster of 2 separate species, C3H12NO in total in a non-equilibrium geometry (ωB97M-V/def2-TZVPD, the Open Molecules 2025 dataset).

Structure (ORCA input):
```
! wB97M-V def2-TZVPD RIJCOSX def2/J DEFGRID3
* xyz 2 2
H -1.31 0.03 -0.22
H -0.04 -0.62 0.46
H 1.40 0.95 -0.58
O 0.05 -2.05 1.74
H 0.91 -0.76 -2.05
N -0.34 -0.19 -0.45
C 0.01 -1.14 -1.59
H 0.11 -2.13 -1.14
H -1.06 2.02 0.97
H 0.18 3.11 0.39
H -0.66 -2.06 2.42
C 0.32 1.17 -0.53
H 0.80 -2.54 2.14
H 0.59 1.72 1.50
H -0.05 1.64 -1.47
C -0.02 2.06 0.63
H -0.87 -1.20 -2.22
*
```

Calculated values
Electronic energy, a.u.: -250.641643
<S²>: 0.756
E_LUMO (alpha / beta), eV: -7.7675 / -16.8011
ΔE to the lowest compared entry with this formula, charge and spin, kcal per mole: 40.8

Electronic structure analysis, natural (NBO) charges in units of e: 0.450, 0.449, 0.289, -0.592, 0.253, -0.513, -0.402, 0.251, 0.276, 0.309, 0.535, -0.221, 0.544, 0.346, 0.348, -0.592, 0.272